ORCA calculation (ωB97M-V/def2-TZVPD) on a molecular structure, C31H21BiCl4GeNO2Te4.

The geometry in ORCA input format:
```
! RIJCOSX wB97M-V def2-TZVPD def2/J DEFGRID3
* xyz -1 1
Bi -0.73 0.42 -1.53
Te 0.77 2.41 -2.82
Te -1.15 4.28 -2.71
Te -2.97 2.95 -4.21
Te -3.35 0.79 -2.62
Cl 5.94 -1.51 -3.15
C 4.21 -1.34 -3.21
C 3.50 -1.78 -4.32
Cl 4.31 -2.53 -5.65
C 2.10 -1.62 -4.34
Cl 1.17 -2.21 -5.67
C 1.41 -1.04 -3.27
O 0.10 -0.92 -3.28
C 2.14 -0.62 -2.12
O 1.49 -0.14 -1.07
C 3.53 -0.76 -2.13
Cl 4.40 -0.24 -0.72
Ge -1.08 -2.19 -1.04
C -2.30 -2.52 0.45
C -3.45 -3.27 0.23
C -4.35 -3.53 1.26
C -4.10 -3.03 2.53
C -2.96 -2.28 2.77
C -2.07 -2.02 1.74
C 0.60 -3.14 -0.82
C 1.39 -3.00 0.32
C 2.65 -3.58 0.38
C 3.13 -4.31 -0.70
C 2.34 -4.48 -1.83
C 1.08 -3.89 -1.89
H -1.79 -2.80 -2.26
H -3.65 -3.67 -0.77
H -5.25 -4.11 1.07
H -4.80 -3.23 3.34
H -2.77 -1.88 3.76
H -1.19 -1.41 1.93
H 1.03 -2.42 1.16
H 3.26 -3.45 1.26
H 4.13 -4.73 -0.67
H 2.72 -5.04 -2.68
H 0.48 -4.00 -2.79
N -1.52 1.55 0.22
C -0.95 2.39 0.97
C -1.82 3.12 1.97
C -3.02 3.67 1.55
C -3.82 4.38 2.44
C -3.43 4.51 3.77
C -2.23 3.94 4.20
C -1.43 3.26 3.30
C 0.51 2.75 1.01
C 1.48 1.77 1.14
C 2.83 2.11 1.20
C 3.21 3.44 1.11
C 2.24 4.43 0.98
C 0.90 4.09 0.94
H -3.33 3.55 0.51
H -4.75 4.82 2.11
H -4.05 5.07 4.47
H -1.93 4.03 5.23
H -0.48 2.83 3.62
H 1.18 0.73 1.18
H 3.58 1.33 1.28
H 4.26 3.70 1.15
H 2.54 5.47 0.89
H 0.14 4.86 0.84
*
```

Results
Molecular weight in g/mol: 1373.3
Orbital gap in eV: 5.399
Max |F| in eV Å⁻¹: 0.846
Highest occupied orbital energy in eV: -4.54
Relative energy (zero: lowest compared OMol25 entry of this formula, charge and spin) in kcal/mol: 3.78
E in eV: -179693.9657
E_LUMO in eV: 0.855

Let us look at the Löwdin charges, expressed in e, one per atom: Bi 0.912; Te 0.346; Te -0.016; Te -0.046; Te 0.085; Cl 0.623; C -0.718; C -0.720; Cl 0.624; C -0.618; Cl 0.674; C -0.485; O -0.400; C -0.473; O -0.390; C -0.596; Cl 0.702; Ge 0.863; C -0.352; C -0.129; C -0.097; C -0.101; C -0.092; C -0.117; C -0.342; C -0.111; C -0.089; C -0.087; C -0.079; C -0.118; H 0.001; H 0.088; H 0.097; H 0.096; H 0.099; H 0.091; H 0.095; H 0.099; H 0.101; H 0.105; H 0.100; N -0.109; C -0.374; C -0.181; C -0.029; C -0.085; C -0.104; C -0.092; C -0.034; C -0.228; C -0.056; C -0.092; C -0.084; C -0.084; C -0.060; H 0.108; H 0.099; H 0.095; H 0.096; H 0.116; H 0.103; H 0.060; H 0.100; H 0.098; H 0.114

=====

ORCA calculation (ωB97M-V/def2-TZVPD) on a molecular structure, C31H21Br2N4O7STl in a non-equilibrium geometry.

The geometry in ORCA input format:
```
! RIJCOSX wB97M-V def2-TZVPD def2/J DEFGRID3
* xyz 0 1
Tl 1.33 0.41 -0.14
C 1.57 -4.60 0.60
O 2.38 -4.59 -0.57
C 1.89 -3.93 -1.67
C 2.19 -4.44 -2.90
C 1.71 -3.84 -4.08
C 0.89 -2.76 -3.99
C 0.54 -2.19 -2.74
C -0.37 -1.11 -2.81
N -1.12 -0.52 -1.92
N -1.91 0.53 -2.36
C -2.58 1.20 -1.44
O -2.53 0.92 -0.21
C -3.40 2.34 -1.90
C -4.37 2.87 -1.05
C -5.09 3.98 -1.43
C -4.84 4.59 -2.66
C -3.89 4.05 -3.51
C -3.17 2.93 -3.14
C 1.16 -2.69 -1.54
O 1.17 -2.04 -0.44
H 1.95 -5.41 1.22
H 0.52 -4.78 0.36
H 1.64 -3.66 1.14
H 2.83 -5.31 -2.95
H 1.98 -4.27 -5.04
H 0.45 -2.34 -4.89
H -0.55 -0.71 -3.80
H -4.54 2.39 -0.09
H -5.85 4.39 -0.77
H -5.40 5.47 -2.95
H -3.71 4.52 -4.47
H -2.42 2.50 -3.79
Br 1.27 -0.78 5.86
C 0.47 0.72 5.05
C -0.10 1.68 5.90
C -0.63 2.82 5.38
Br -1.40 4.08 6.57
C -0.60 3.09 3.99
C -1.07 4.28 3.39
C -0.93 4.45 2.05
C -0.29 3.45 1.30
N 0.14 2.33 1.83
C -0.02 2.11 3.14
C 0.48 0.88 3.68
O 0.94 -0.07 2.82
H -0.11 1.50 6.96
H -1.51 5.04 4.01
H -1.28 5.35 1.55
H -0.12 3.58 0.24
O -1.68 -1.83 -0.08
N -1.06 -0.87 -0.34
O 5.41 -6.28 1.94
C 4.73 -5.76 2.98
O 4.68 -6.33 4.03
C 4.08 -4.43 2.75
C 4.57 -3.50 1.83
C 4.02 -2.24 1.77
C 2.97 -1.89 2.62
S 2.64 -0.17 2.69
C 2.41 -2.84 3.46
C 2.97 -4.10 3.53
H 5.31 -5.76 1.14
H 5.41 -3.73 1.19
H 4.41 -1.50 1.08
H 1.55 -2.60 4.07
H 2.58 -4.84 4.21
*
```

Results
Molecular weight in g/mol: 957.8
Orbital gap in eV: 6.526
Max |F| in eV Å⁻¹: 2.267
Highest occupied orbital energy in eV: -7.38
E in eV: -208389.7515
E_LUMO in eV: -0.852

Let us look at the Löwdin charges, expressed in e, one per atom: Tl 0.967; C -0.064; O -0.084; C -0.212; C 0.000; C -0.099; C -0.065; C -0.141; C -0.032; N -0.071; N 0.096; C -0.486; O -0.042; C -0.158; C -0.026; C -0.086; C -0.096; C -0.088; C -0.036; C -0.317; O -0.261; H 0.091; H 0.109; H 0.057; H 0.120; H 0.099; H 0.109; H 0.137; H 0.113; H 0.100; H 0.098; H 0.099; H 0.103; Br 0.897; C -0.568; C -0.165; C -0.605; Br 0.808; C -0.173; C -0.022; C -0.023; C -0.118; N 0.073; C -0.143; C -0.337; O -0.458; H 0.097; H 0.080; H 0.113; H 0.114; O 0.109; N -0.018; O 0.127; C -0.481; O 0.135; C -0.141; C -0.008; C -0.090; C -0.501; S 0.961; C -0.104; C -0.007; H 0.100; H 0.125; H 0.112; H 0.040; H 0.133